{
  "formula": "C2H7N3O",
  "method": "wB97M-V/def2-TZVPD",
  "elements": ["C", "C", "N", "N", "N", "O", "H", "H", "H", "H", "H", "H", "H"],
  "coordinates": [[-2.206098, 0.259358, 0.302918], [-0.882605, 0.336623, -0.233673], [2.253046, 0.398530, -0.578219], [0.749161, -0.474939, 0.819560], [1.745266, -0.812432, -0.003665], [-1.737842, -0.526754, -0.754171], [-2.309963, -0.314808, 1.221438], [-3.117695, 0.910843, 0.226103], [-0.574652, 1.136488, -0.790073], [1.483643, 0.932872, -0.781540], [2.870462, 0.923569, 0.074559], [0.340946, -1.229945, 1.216221], [1.386325, -1.539403, -0.719461]],
  "atomic_forces_ev_per_a": [[-1.9, 0.0, 2.7], [3.0, -1.1, 3.3], [2.8, -2.2, 0.1], [-2.0, 5.1, -1.2], [-0.1, -0.8, -1.5], [-1.2, -2.1, -2.3], [0.1, 0.0, 0.1], [1.3, -0.2, -0.8], [1.1, 1.9, -1.5], [-2.0, 1.8, -0.6], [-0.8, -1.1, -0.4], [-1.7, -3.2, 1.3], [1.4, 1.9, 0.7]],
  "mulliken_charge": [-0.2769, 0.0455, -0.4921, -0.4722, -0.1113, -0.3765, 0.1573, 0.2299, 0.2388, 0.2738, 0.2784, 0.2453, 0.2599],
  "spin_multiplicity": 1,
  "e_above_lowest_ev": 7.2957,
  "total_charge": 0
}


{
  "formula": "C2H7N3O2",
  "method": "wB97M-V/def2-TZVPD",
  "elements": ["C", "C", "N", "N", "N", "O", "O", "H", "H", "H", "H", "H", "H", "H"],
  "coordinates": [[-1.025469, 0.143702, -0.643664], [-0.794909, -0.764329, 0.500808], [0.095332, -1.835601, 0.259347], [0.975414, 1.418147, 0.952496], [1.764469, 0.662647, 0.204552], [-0.310063, 0.240254, -1.604554], [-2.204054, 0.874165, -0.574951], [-1.646928, -0.680312, 1.161621], [0.245889, -2.375408, 1.103379], [0.932866, -1.757687, -0.347669], [0.382478, 2.059362, 0.432796], [1.664968, 0.641265, -0.759257], [2.334847, 0.026982, 0.687229], [-2.414840, 1.346813, -1.372133]],
  "atomic_forces_ev_per_a": [[-0.9, -0.3, 0.7], [0.0, 0.9, -2.9], [-0.8, 0.9, 1.3], [-0.1, -0.5, 1.3], [-0.3, 1.8, 1.0], [0.9, 0.0, -1.1], [0.4, -1.0, 1.8], [0.6, -1.1, 0.7], [0.2, -0.1, -0.3], [-1.3, 0.5, 0.6], [0.3, -0.3, -0.7], [-0.1, -0.3, -2.0], [0.7, -0.7, 0.5], [0.5, 0.2, -0.8]],
  "mulliken_charge": [0.4072, -0.1465, -0.4225, -0.5862, -0.0930, -0.6204, -0.4864, 0.3816, 0.2370, 0.2586, 0.2534, 0.2452, 0.2448, 0.3272],
  "spin_multiplicity": 1,
  "e_above_lowest_ev": 4.4454,
  "total_charge": 0
}